No. 1
Here is a structure of composition C10H25IN5O5Zn at a distorted geometry from the Open Molecules 2025 dataset. Energies are from ωB97M-V/def2-TZVPD.

Computed properties:
2S+1: 2
HOMO-LUMO gap (spin up / spin down) in eV: 11.1 / 6.4
Electronic energy in hartree: -3122.67946
E_LUMO (spin up / spin down) in eV: -4.50 / -9.15
Charge: +2

Each line ends with the natural charge from an NBO analysis.
Element x y z (Å)
1 Zn -1.1300 0.2882 0.1249  1.6883
2 I -3.7700 1.0474 0.2481  0.1232
3 O -1.2466 -0.5916 -1.7205  -0.7812
4 C -1.3023 -0.5975 -2.9921  0.7170
5 N -1.2471 -1.7422 -3.6591  -0.7611
6 C -1.5812 0.6881 -3.7085  -0.7348
7 H -1.5377 -1.7402 -4.6264  0.4196
8 H -0.9586 -2.6316 -3.2771  0.4161
9 H -1.1990 1.4541 -3.0338  0.2482
10 H -2.5954 0.9705 -3.9909  0.2722
11 H -0.9662 0.7747 -4.6043  0.2446
12 O -0.7048 0.7811 1.9979  -0.7651
13 C -0.5865 1.0125 3.1905  0.7364
14 N -1.4247 0.3747 4.0655  -0.7977
15 C 0.3671 2.0636 3.7665  -0.7168
16 H -2.1998 -0.1924 3.7528  0.4188
17 H -1.2146 0.4364 5.0515  0.4145
18 H 0.8427 2.6703 2.9958  0.2430
19 H 1.1256 1.4832 4.2918  0.2549
20 H -0.1416 2.7255 4.4673  0.2551
21 O -0.3754 1.9832 -0.6082  -0.7760
22 C 0.2726 3.0222 -0.8156  0.7317
23 N 0.0699 4.1282 -0.0690  -0.7753
24 C 1.3232 3.0276 -1.9231  -0.7295
25 H 0.5176 5.0274 -0.1741  0.4296
26 H -0.6221 4.0349 0.6608  0.4093
27 H 2.3092 2.9445 -1.4660  0.2459
28 H 1.3722 3.8033 -2.6873  0.2665
29 H 1.2576 2.0704 -2.4404  0.2399
30 O 0.9888 -0.2130 0.0087  -0.7327
31 C 2.0712 -0.6851 -0.4096  0.7039
32 N 3.2077 -0.1983 0.0085  -0.7628
33 C 2.0676 -2.0487 -1.1498  -0.7395
34 H 4.0568 -0.5525 -0.4083  0.4161
35 H 3.1217 0.7762 0.2594  0.4106
36 H 1.1102 -2.3826 -1.5499  0.2311
37 H 2.3803 -2.9450 -0.6142  0.2584
38 H 2.7227 -2.0635 -2.0209  0.2401
39 O -1.1566 -1.6549 0.6827  -0.7676
40 C -0.9271 -2.8188 1.0863  0.7186
41 N -1.1416 -3.9197 0.3701  -0.7680
42 C -0.2366 -2.9648 2.3783  -0.7179
43 H -1.4980 -3.8138 -0.5690  0.4101
44 H -1.1311 -4.8351 0.7969  0.4261
45 H -0.7959 -2.3835 3.1113  0.2401
46 H 0.8075 -2.6519 2.3875  0.2617
47 H -0.3017 -3.9613 2.8151  0.2343

Cartesian forces, eV/Å:
0.965 -0.705 -0.458
-0.293 0.027 -0.009
0.248 -0.452 -2.416
-1.510 0.233 2.767
0.107 -0.039 -0.958
1.189 0.712 -0.264
0.316 -0.046 -0.004
-0.207 0.326 0.291
-0.229 0.093 0.013
-0.164 -0.638 0.271
-0.089 -0.174 -0.193
0.276 0.590 -0.392
-1.460 0.174 1.157
1.304 0.786 0.051
-0.245 -0.912 -0.170
0.322 -0.008 -0.077
-0.386 0.009 -0.067
-0.129 -0.327 -0.088
0.234 0.296 0.191
-0.029 -0.202 0.047
0.139 1.308 -0.262
0.048 0.498 -0.507
-0.156 -0.755 -0.038
0.330 -0.967 0.201
0.117 -0.314 -0.288
0.056 0.171 -0.048
0.110 0.432 0.243
-0.431 0.333 0.489
-0.393 0.051 -0.066
1.719 0.034 -0.930
-3.804 -2.814 0.836
1.420 0.892 -0.549
0.229 -0.049 -0.902
0.123 0.304 0.182
0.592 -0.053 0.390
-0.364 0.841 0.276
0.338 0.493 0.838
0.240 0.366 -0.031
-0.673 -2.114 0.221
0.778 1.820 -0.438
-0.394 0.131 -0.448
-0.542 -0.680 1.864
-0.221 -0.139 0.208
0.177 0.161 -0.142
0.247 0.444 -0.059
-0.153 0.140 -0.350
0.248 -0.276 -0.383

---

No. 2
Here is a structure of composition C10H26CrN3O6 at a distorted geometry from the Open Molecules 2025 dataset. Energies are from ωB97M-V/def2-TZVPD.

Computed properties:
2S+1: 5
HOMO-LUMO gap (spin up / spin down) in eV: 8.9 / 6.0
Electronic energy in hartree: -2056.47210
E_LUMO (spin up / spin down) in eV: -3.03 / -5.68
Charge: +1

Each line ends with the natural charge from an NBO analysis.
Element x y z (Å)
1 Cr 0.6037 0.4090 -0.3280  1.4991
2 O 2.1952 -0.3024 0.7787  -0.9511
3 H 2.6338 0.5327 1.0330  0.4161
4 O -1.0735 0.8055 -1.2424  -1.0559
5 H -1.6825 0.5133 -1.9483  0.4750
6 C 2.6752 1.5248 -2.8390  -0.3001
7 O 1.8326 1.3942 -1.6780  -0.2853
8 H 2.0724 2.0709 -3.5646  0.2559
9 H 3.6884 1.8626 -2.6211  0.2205
10 H 2.7859 0.6232 -3.4415  0.2006
11 C 0.5898 2.9896 1.6851  0.5907
12 O 0.3808 1.9957 1.0222  -0.6307
13 N 1.7829 3.3661 2.1836  -0.3914
14 C 1.9540 4.5739 2.9426  -0.4271
15 C 3.0277 2.6192 1.9289  -0.4316
16 H -0.1916 3.7455 1.8590  0.1505
17 H 1.9858 4.3516 4.0093  0.2213
18 H 1.3262 5.3520 2.5085  0.2286
19 H 2.9330 5.0374 2.8206  0.2216
20 H 3.1332 1.5343 1.9312  0.2182
21 H 3.2691 2.7548 0.8747  0.2093
22 H 3.8624 3.0963 2.4425  0.2303
23 C -1.2773 -1.2116 1.8392  0.5805
24 O -0.6048 -0.5330 1.0757  -0.6296
25 N -2.6224 -1.1270 1.8702  -0.3891
26 C -3.3522 -2.0775 2.6280  -0.4252
27 C -3.4233 -0.1388 1.1052  -0.4372
28 H -0.9072 -1.9797 2.5359  0.1467
29 H -4.4040 -1.7917 2.6174  0.2279
30 H -2.8534 -2.3562 3.5562  0.2226
31 H -3.3373 -3.0301 2.0984  0.1958
32 H -2.7734 0.4476 0.4557  0.2704
33 H -3.9425 -0.8531 0.4662  0.1939
34 H -4.2097 0.3757 1.6575  0.2203
35 C 0.8284 -2.5012 -2.1075  0.5728
36 O 0.7884 -1.4308 -1.4360  -0.6481
37 N -0.3248 -3.0249 -2.7219  -0.3966
38 C -0.3514 -4.2429 -3.4476  -0.3989
39 C -1.6137 -2.3162 -2.3997  -0.4247
40 H 1.8120 -2.9259 -2.3614  0.1695
41 H 0.6761 -4.3586 -3.7925  0.2160
42 H -1.0817 -4.1250 -4.2482  0.2189
43 H -0.6443 -5.0783 -2.8117  0.2045
44 H -1.8868 -2.3826 -1.3465  0.2136
45 H -1.8605 -1.3049 -2.7229  0.2193
46 H -2.4189 -2.8834 -2.8665  0.2121

Cartesian forces, eV/Å:
-0.658 -2.129 0.960
-1.142 1.884 -1.670
-0.358 -1.177 -0.323
0.466 0.367 0.073
1.160 0.187 0.636
-1.051 -1.337 0.493
1.324 0.090 -0.865
0.089 1.080 0.256
-0.463 0.754 0.249
-0.155 -0.798 0.632
1.364 1.899 0.642
-0.136 -1.407 -1.302
0.294 -1.659 -0.278
0.623 0.823 0.054
0.726 0.548 -1.645
-0.073 -0.312 0.153
-0.991 0.393 0.126
-0.651 -0.101 0.943
0.309 -0.469 -0.638
-0.791 0.318 1.611
0.037 0.506 -0.363
-0.326 -0.283 0.327
-1.787 0.307 -0.505
0.896 0.168 -0.124
1.351 1.801 0.519
-0.385 -1.716 -0.349
0.506 -2.025 -0.964
0.417 0.161 -0.233
0.206 0.059 0.931
-0.572 0.670 0.460
-0.212 -0.255 -0.315
-0.047 0.290 0.370
-0.569 0.502 -0.644
0.619 0.168 0.437
-2.449 1.941 -0.621
0.020 -1.737 -0.886
1.171 3.909 2.875
0.285 -0.300 -0.139
-0.812 -1.548 0.019
-0.468 -0.400 0.137
-0.256 -0.591 -0.458
0.373 -0.274 -0.237
0.013 -0.151 -0.082
0.581 0.137 0.216
1.323 0.071 -0.238
0.199 -0.360 -0.241

---

No. 3
Here is a structure of composition C10H27BBeF4NO6 at a distorted geometry from the Open Molecules 2025 dataset. Energies are from ωB97M-V/def2-TZVPD.

Computed properties:
2S+1: 2
HOMO-LUMO gap (spin up / spin down) in eV: 8.8 / 4.2
Electronic energy in hartree: -1341.88075
E_LUMO (spin up / spin down) in eV: -7.96 / -12.49
Charge: +2

Each line ends with the natural charge from an NBO analysis.
Element x y z (Å)
1 Be 0.1092 0.1503 0.3886  1.6174
2 B 2.5050 0.4348 2.1231  1.3264
3 F 3.0748 1.1395 3.1930  -0.5284
4 F 3.3393 -0.3989 1.4589  -0.5513
5 F 1.3403 -0.3405 2.5424  -0.5822
6 F 2.0572 1.3852 1.2512  -0.5606
7 C 0.8968 3.4888 -0.9612  -0.2611
8 O 0.7399 2.0771 -1.2358  -0.5620
9 C 1.3564 1.7263 -2.4848  -0.0814
10 C 1.1235 0.2080 -2.7491  -0.2841
11 N 1.6500 -0.4352 -1.5589  -0.4856
12 C 1.5424 -1.8748 -1.7535  -0.2765
13 C 1.9499 -2.5652 -0.4698  -0.1117
14 O 0.7522 -2.3863 0.3341  -0.3013
15 C 0.7455 -3.3682 1.3400  -0.3281
16 H 0.9073 3.5686 0.1258  0.2153
17 H 0.1107 4.1367 -1.3488  0.2042
18 H 1.8621 3.8427 -1.3232  0.2069
19 H 2.4174 1.9456 -2.6047  0.2001
20 H 0.9320 2.3257 -3.2902  0.2146
21 H 1.7679 -0.0141 -3.5997  0.2502
22 H 0.0715 0.0431 -2.9819  0.2397
23 H 2.6433 -0.2666 -1.4879  0.4279
24 H 2.2973 -2.1961 -2.4712  0.2799
25 H 0.5592 -2.1399 -2.1423  0.2543
26 H 2.7815 -2.1645 0.1099  0.2932
27 H 2.0520 -3.6240 -0.7078  0.2430
28 H 1.5462 -3.3581 2.0795  0.2704
29 H 0.6190 -4.3743 0.9402  0.2542
30 H -0.1497 -3.3357 1.9610  0.2432
31 C -2.6810 2.0252 0.8446  -0.1002
32 C -1.7216 2.5768 1.9424  -0.0954
33 O -0.9056 1.5305 2.4693  -0.7573
34 O -1.8025 1.7003 -0.2365  -0.7672
35 H -3.3815 2.8318 0.6283  0.2154
36 H -3.2774 1.1628 1.1424  0.1769
37 H -2.1805 3.2766 2.6408  0.2150
38 H -1.0271 3.2521 1.4427  0.1769
39 H -0.2340 1.8439 3.0795  0.5194
40 H -2.2611 1.9188 -1.0511  0.5010
41 C -2.2466 -2.0592 -0.5277  -0.1047
42 C -2.7438 -1.6923 0.8488  -0.1023
43 O -1.7010 -1.0702 1.6262  -0.7857
44 O -1.6900 -0.9040 -1.1807  -0.7735
45 H -3.1722 -2.3765 -1.0079  0.2249
46 H -1.5356 -2.8779 -0.4165  0.1935
47 H -3.1852 -2.5212 1.4021  0.2151
48 H -3.5039 -0.9144 0.9210  0.1863
49 H -2.0125 -0.8500 2.5072  0.5243
50 H -2.3367 -0.4831 -1.7519  0.5110

Cartesian forces, eV/Å:
-0.480 1.144 1.015
0.918 0.637 3.024
-0.530 -1.170 -0.632
0.805 -1.234 -0.724
-0.519 0.100 -1.046
-2.236 0.914 -2.353
0.419 -0.055 1.023
0.539 -0.352 -0.999
-0.940 -0.436 -0.727
0.389 3.644 0.318
-1.264 -2.392 -1.072
0.799 0.554 1.030
-1.813 -0.361 -0.496
1.191 -0.294 0.145
-1.789 -0.855 1.989
0.006 0.091 -0.078
-0.231 -0.458 -0.316
0.000 -0.108 -0.045
0.347 0.038 0.966
-0.439 -0.042 -0.081
-0.148 -0.418 -0.206
0.181 -0.594 0.413
0.392 0.933 0.902
0.220 -0.026 -0.470
0.020 -0.149 0.317
0.363 0.303 -0.299
0.271 -0.190 0.564
0.746 0.375 -0.617
0.616 -0.182 -0.714
-0.274 0.903 -0.281
1.089 0.835 1.760
0.293 0.588 -0.974
-0.636 -0.953 -0.673
-0.132 -0.317 0.140
0.141 0.031 -0.454
0.207 -0.059 0.192
-0.465 -0.860 0.670
-0.132 0.128 -0.549
0.214 0.266 0.127
0.264 -0.065 -0.333
-1.443 0.621 0.931
-0.264 1.295 1.555
1.710 -0.505 -1.139
1.347 -0.867 0.437
0.362 -0.355 -0.572
0.132 0.242 -0.565
0.344 -0.479 -0.237
-0.579 -0.212 -1.168
0.154 0.309 0.211
-0.167 0.037 0.093

---

No. 4
Here is a structure of composition C10H27Cl2O2P2RuS at a distorted geometry from the Open Molecules 2025 dataset. Energies are from ωB97M-V/def2-TZVPD.

Computed properties:
ΔE to the lowest compared entry with this formula, charge and spin in kJ/mol: 60.7
2S+1: 5
HOMO-LUMO gap (spin up / spin down) in eV: 6.3 / 6.3
Electronic energy in hartree: -2642.60363
E_LUMO (spin up / spin down) in eV: -13.04 / -14.02
Charge: +3

Each line ends with the natural charge from an NBO analysis.
Element x y z (Å)
1 C 1.4393 -0.0473 -3.9597  -0.8225
2 C 1.4931 -0.2855 -2.5487  0.9070
3 H 2.4805 0.0343 -4.2806  0.3576
4 H 0.9490 0.8976 -4.2668  0.3374
5 H 0.9704 -0.8846 -4.5365  0.3739
6 O 2.1481 -0.8835 -1.7745  -0.2953
7 Cl -1.1375 -0.1413 -2.2253  -0.1876
8 Ru -0.1588 -0.0505 -0.2046  0.1186
9 P -0.5236 2.2794 0.0015  1.2153
10 C 0.4573 3.2530 1.1986  -0.9711
11 C -0.0405 3.0145 -1.5873  -0.9602
12 H 0.0689 4.1074 -1.4760  0.3027
13 H -2.3162 3.9485 0.0496  0.3025
14 H -0.7806 2.8174 -2.3732  0.2760
15 H -2.8930 2.2798 -0.3351  0.2723
16 H 1.5370 3.0903 1.0626  0.2719
17 H 0.9261 2.5926 -1.8791  0.2336
18 C -2.2171 2.8741 0.2925  -0.9634
19 H 0.2298 4.3264 1.0686  0.3011
20 H -2.5001 2.6973 1.3376  0.2729
21 H 0.1872 2.9667 2.2224  0.2563
22 P -0.3844 -2.3473 0.1930  1.1719
23 C 0.9380 -3.0563 1.2050  -0.9758
24 C -1.9091 -3.0173 0.9208  -0.9578
25 H -1.1168 -3.0400 -1.9964  0.2804
26 H -0.1158 -4.2874 -1.1809  0.2977
27 H 0.6667 -2.8480 -1.9109  0.2313
28 C -0.2260 -3.2073 -1.3822  -0.9577
29 H -2.7647 -2.5713 0.3905  0.2771
30 H -1.9183 -4.1137 0.8112  0.2972
31 H 0.8762 -4.1601 1.1047  0.2983
32 H 0.8109 -2.7786 2.2635  0.2646
33 H -1.9762 -2.7370 1.9758  0.2678
34 H 1.9176 -2.7086 0.8416  0.2522
35 Cl -3.2201 -0.2706 -0.3533  0.0291
36 C 1.9721 0.1478 2.6222  -0.8211
37 S 1.7875 0.1656 0.8292  1.1992
38 C -1.0053 0.1211 1.8334  -0.6674
39 O 2.8088 1.1701 0.3817  -0.6811
40 H 1.2979 -0.5711 3.0948  0.2655
41 H 1.7986 1.1387 3.0788  0.2932
42 H 3.0002 -0.1880 2.8567  0.3176
43 H -0.6446 0.9636 2.4678  0.2335
44 H -2.1026 0.1522 1.7946  0.2616
45 H -0.8098 -0.8430 2.3722  0.2237

Cartesian forces, eV/Å:
-0.928 1.522 -1.721
4.332 -4.284 1.303
0.377 -0.100 0.191
0.014 -0.495 0.329
0.064 0.281 0.842
-3.532 3.117 -2.325
0.047 -0.046 -0.844
-2.173 1.168 1.340
-0.116 2.582 0.419
0.275 -0.427 0.188
0.083 -0.105 -0.436
-0.008 -0.415 0.099
0.299 -0.481 0.094
0.134 -0.037 0.245
0.038 0.460 0.114
-0.333 0.196 -0.025
0.043 0.242 -0.107
-0.336 -0.721 -0.069
0.007 -0.488 -0.044
0.059 0.157 -0.185
0.022 0.185 -0.157
-0.205 -2.070 0.959
0.191 -0.069 0.090
-0.289 0.566 -0.222
0.171 -0.062 0.071
-0.021 0.402 -0.062
-0.274 -0.360 0.032
0.155 -0.084 -0.503
0.280 -0.531 0.264
0.110 0.375 0.061
0.106 0.586 0.181
0.087 -0.200 -0.331
-0.021 -0.197 -0.088
-0.212 -0.280 0.165
-0.412 0.009 -0.519
-0.036 -0.387 0.879
3.012 1.041 1.859
0.014 -0.890 1.317
-1.548 -0.934 -0.294
-0.001 0.082 -0.298
0.103 -0.244 -0.561
-0.286 0.296 -0.479
-0.047 -0.589 -0.804
0.559 0.301 -0.479
0.195 0.928 -0.490